The following is a quantum chemistry calculation of a cluster of 16 separate species, C97H149N14O23 in total at a distorted geometry, from the OMol25 dataset.

Structure (XYZ):
```
283
Properties=species:S:1:pos:R:3:mulliken_spin:R:1
C 0.41 -1.31 -6.11 0.000
C 0.86 -2.24 -7.24 0.000
C 1.20 -3.63 -6.72 0.000
C -0.05 -4.47 -6.54 0.000
N 0.25 -5.89 -5.98 0.000
C -1.02 -6.79 -5.91 0.000
C -0.66 -8.26 -5.96 0.000
C 0.79 -8.22 -6.61 0.000
C 1.01 -6.72 -7.05 0.000
C 0.86 -5.86 -4.56 0.000
C -0.05 -5.10 -3.59 0.000
C 0.55 -5.25 -2.20 0.000
H -0.18 -0.41 -6.27 0.000
H 1.31 -0.94 -5.62 0.000
H -0.27 -1.92 -5.52 0.000
H 1.70 -1.88 -7.85 0.000
H 0.07 -2.38 -7.98 0.000
H 1.72 -3.56 -5.76 0.000
H 1.99 -4.10 -7.32 0.000
H -0.48 -4.73 -7.51 0.000
H -0.90 -3.99 -6.04 0.000
H -1.71 -6.73 -5.07 0.000
H -1.64 -6.73 -6.80 0.000
H -0.84 -8.81 -5.04 0.000
H -1.27 -8.68 -6.77 0.000
H 1.53 -8.48 -5.86 0.000
H 0.98 -8.95 -7.39 0.000
H 2.04 -6.36 -7.09 0.000
H 0.48 -6.61 -7.99 0.000
H 1.80 -5.31 -4.66 0.000
H 0.92 -6.92 -4.33 0.000
H -1.08 -5.45 -3.53 0.000
H 0.06 -4.06 -3.91 0.000
H 1.61 -4.98 -2.14 0.000
H 0.27 -6.21 -1.78 0.000
H -0.03 -4.70 -1.46 0.000
C 6.85 6.76 -0.41 0.000
C 6.18 5.50 0.18 0.000
C 6.05 4.37 -0.92 0.000
C 5.21 4.72 -2.13 0.000
N 4.87 3.46 -2.98 0.000
C 3.80 3.91 -4.02 0.000
C 2.92 2.74 -4.34 0.000
C 2.83 1.99 -3.05 0.000
C 4.02 2.46 -2.17 0.000
C 6.08 2.71 -3.71 0.000
C 6.83 3.50 -4.75 0.000
C 8.22 2.93 -4.95 0.000
H 7.92 6.57 -0.35 0.000
H 6.64 7.61 0.23 0.000
H 6.72 7.07 -1.45 0.000
H 5.22 5.72 0.64 0.000
H 6.73 5.14 1.06 0.000
H 5.64 3.45 -0.50 0.000
H 7.06 4.14 -1.24 0.000
H 5.78 5.29 -2.86 0.000
H 4.32 5.25 -1.80 0.000
H 4.32 4.57 -4.72 0.000
H 3.20 4.65 -3.48 0.000
H 3.27 2.16 -5.19 0.000
H 1.91 3.06 -4.59 0.000
H 2.86 0.91 -3.22 0.000
H 1.94 2.13 -2.43 0.000
H 4.61 1.60 -1.87 0.000
H 3.63 2.92 -1.26 0.000
H 5.69 1.77 -4.11 0.000
H 6.64 2.47 -2.81 0.000
H 6.81 4.58 -4.60 0.000
H 6.30 3.35 -5.69 0.000
H 8.95 3.56 -5.45 0.000
H 8.19 2.00 -5.52 0.000
H 8.62 2.64 -3.98 0.000
C 0.02 1.59 0.44 0.001
C -1.21 0.71 0.13 -0.002
C -0.80 -0.55 -0.54 -0.002
O -0.19 -0.38 -1.79 0.001
C 0.36 -1.59 -2.37 0.000
N -1.88 0.46 1.46 0.000
H -2.75 -0.05 1.34 0.000
H -1.19 -0.07 1.98 0.000
H -2.07 1.31 1.96 0.000
H 0.55 1.38 1.37 0.001
H -0.33 2.62 0.53 0.001
H 0.70 1.55 -0.41 0.000
H -1.88 1.21 -0.57 0.001
H -1.57 -1.32 -0.64 0.001
H -0.09 -1.11 0.08 0.000
H 0.71 -1.41 -3.39 0.000
H -0.38 -2.39 -2.31 0.000
H 1.20 -2.02 -1.82 0.000
C 8.49 -1.81 -3.46 0.000
C 7.11 -2.42 -3.72 0.000
C 5.93 -1.44 -3.47 0.000
O 5.73 -1.11 -2.12 0.000
C 5.15 -2.05 -1.22 0.000
N 7.04 -3.06 -5.08 0.000
H 7.78 -3.72 -5.23 0.000
H 6.23 -3.64 -5.30 0.000
H 7.03 -2.38 -5.83 0.000
H 8.55 -1.37 -2.46 0.000
H 8.67 -1.00 -4.17 0.000
H 9.27 -2.56 -3.37 0.000
H 6.82 -3.20 -3.01 0.000
H 4.98 -1.77 -3.90 0.000
H 6.22 -0.48 -3.90 0.000
H 5.42 -1.75 -0.21 0.000
H 5.21 -3.13 -1.36 0.000
H 4.07 -1.89 -1.29 0.000
C 6.52 -3.56 10.95 -0.002
N 5.84 -2.72 10.01 0.166
C 4.97 -1.76 10.51 0.069
C 4.29 -0.96 9.59 0.033
C 4.40 -1.13 8.19 0.112
C 5.35 -2.08 7.80 0.085
C 6.05 -2.82 8.68 0.049
C 3.75 -0.19 7.22 0.080
C 2.39 0.15 7.32 0.054
C 1.81 0.91 6.33 0.040
N 2.53 1.45 5.34 0.118
C 3.88 1.23 5.24 0.038
C 4.48 0.40 6.18 0.058
C 1.80 1.99 4.12 -0.009
H 5.97 -4.49 10.95 0.003
H 6.49 -3.16 11.97 0.002
H 7.54 -3.85 10.69 0.004
H 4.93 -1.63 11.58 0.011
H 3.82 -0.08 9.99 0.009
H 5.55 -2.17 6.74 0.016
H 6.77 -3.56 8.36 0.015
H 1.75 -0.07 8.17 0.008
H 0.74 1.09 6.29 0.015
H 4.44 1.68 4.43 0.019
H 5.50 0.07 6.09 0.010
H 1.50 1.15 3.49 -0.008
H 2.45 2.77 3.73 0.005
H 0.88 2.48 4.44 0.002
C -2.11 1.42 5.49 0.001
N -3.50 1.66 5.83 0.000
C -4.09 2.88 6.09 0.000
C -5.46 3.02 6.38 0.000
C -6.27 1.85 6.36 0.000
C -5.67 0.65 5.92 0.000
C -4.30 0.57 5.74 0.000
C -7.76 1.94 6.67 0.000
C -8.51 3.15 6.53 0.000
C -9.88 3.11 6.61 0.000
N -10.49 1.98 7.00 0.000
C -9.83 0.87 7.28 0.000
C -8.45 0.78 7.05 0.000
C -12.03 2.01 7.15 0.000
H -1.60 2.39 5.49 0.000
H -2.08 1.05 4.47 0.000
H -1.69 0.68 6.17 0.000
H -3.52 3.80 6.03 0.000
H -5.79 4.02 6.58 0.000
H -6.21 -0.28 5.88 0.000
H -3.89 -0.40 5.50 0.000
H -7.97 4.03 6.20 0.000
H -10.53 3.92 6.33 0.000
H -10.49 0.12 7.70 0.000
H -7.96 -0.16 7.24 0.000
H -12.49 1.10 6.76 0.000
H -12.46 2.80 6.55 0.000
H -12.27 2.24 8.19 0.000
C -5.17 -12.30 -3.06 0.000
N -4.74 -10.97 -2.43 0.000
C -3.69 -10.30 -2.97 0.000
C -3.43 -8.98 -2.48 0.000
C -4.11 -8.51 -1.33 0.000
C -5.10 -9.32 -0.73 0.000
C -5.40 -10.57 -1.32 0.000
C -3.76 -7.30 -0.62 0.000
C -2.42 -7.05 -0.34 0.000
C -2.06 -5.83 0.32 0.000
N -3.09 -5.02 0.78 0.000
C -4.39 -5.20 0.45 0.000
C -4.71 -6.39 -0.20 -0.001
C -2.77 -3.75 1.47 0.000
H -6.19 -12.44 -2.73 0.000
H -4.56 -13.09 -2.64 0.000
H -5.00 -12.27 -4.14 0.000
H -3.13 -10.84 -3.71 0.000
H -2.70 -8.29 -2.88 0.000
H -5.62 -8.98 0.15 0.000
H -6.23 -11.09 -0.86 0.000
H -1.63 -7.75 -0.58 0.000
H -1.13 -5.54 0.77 0.000
H -5.01 -4.33 0.60 0.000
H -5.77 -6.49 -0.42 0.000
H -1.73 -3.75 1.79 0.000
H -3.43 -3.69 2.33 0.000
H -3.04 -2.98 0.74 0.000
C -1.71 1.86 -5.40 0.000
N -2.88 1.66 -4.48 0.000
C -3.98 2.43 -4.64 0.000
C -5.05 2.22 -3.83 0.000
C -5.04 1.22 -2.82 0.001
C -3.86 0.52 -2.64 0.000
C -2.76 0.80 -3.44 0.000
C -6.22 0.97 -2.00 0.000
C -7.04 2.00 -1.47 0.000
C -8.17 1.66 -0.67 0.000
N -8.45 0.40 -0.42 0.000
C -7.66 -0.64 -0.89 0.000
C -6.59 -0.37 -1.73 0.000
C -9.58 0.07 0.42 0.000
H -1.57 2.93 -5.52 0.000
H -2.04 1.43 -6.35 0.000
H -0.84 1.38 -4.95 0.000
H -3.94 3.14 -5.45 0.000
H -5.90 2.85 -4.04 0.000
H -3.90 -0.20 -1.84 -0.001
H -1.83 0.25 -3.47 0.000
H -6.70 3.02 -1.60 0.000
H -8.76 2.47 -0.27 0.000
H -7.95 -1.63 -0.57 0.000
H -6.05 -1.22 -2.12 0.000
H -9.42 -0.94 0.79 0.000
H -10.46 0.15 -0.21 0.000
H -9.67 0.75 1.27 0.000
C 3.14 13.99 1.54 0.000
N 2.83 12.49 1.56 0.000
C 3.80 11.72 1.00 0.000
C 3.53 10.39 0.87 0.000
C 2.30 9.87 1.25 0.000
C 1.30 10.67 1.85 0.000
C 1.63 12.01 2.02 0.000
C 2.11 8.39 1.15 0.000
C 1.69 7.67 2.25 0.000
C 1.67 6.25 2.11 0.001
N 1.81 5.65 0.90 0.001
C 1.94 6.37 -0.26 0.000
C 2.19 7.71 -0.12 0.000
C 2.00 4.22 0.91 0.000
H 2.84 14.53 2.43 0.000
H 2.49 14.35 0.74 0.000
H 4.18 14.12 1.24 0.000
H 4.53 12.29 0.45 0.000
H 4.25 9.69 0.48 0.000
H 0.37 10.26 2.21 0.000
H 1.12 12.80 2.54 0.000
H 1.52 8.23 3.15 0.000
H 1.49 5.62 2.96 0.000
H 1.90 5.92 -1.24 0.000
H 2.47 8.27 -1.00 0.000
H 2.83 3.89 1.54 0.000
H 1.97 3.88 -0.13 0.001
H 1.12 3.85 1.43 -0.001
O 0.01 -3.25 3.89 0.000
C -0.07 -1.95 3.91 -0.001
O 0.26 -1.34 2.85 -0.001
O -0.62 -1.41 4.86 0.000
H 0.32 -3.24 2.98 0.000
O 2.16 -2.27 0.77 0.002
C 1.81 -3.53 0.68 0.001
O 0.68 -3.90 1.07 0.000
O 2.61 -4.40 0.30 0.000
H 1.45 -1.88 1.28 0.000
O 3.01 0.83 0.54 0.001
C 3.88 0.94 1.57 -0.006
O 4.26 -0.15 1.98 0.002
O 4.46 2.01 1.92 0.000
H 3.06 -0.12 0.57 0.000
O -0.67 4.68 3.02 0.000
C -1.87 4.02 3.11 -0.001
O -2.70 4.53 3.88 0.000
O -2.20 2.95 2.65 0.000
H -0.89 5.49 3.48 0.000
O -1.62 3.28 -2.28 0.000
C -0.79 4.25 -1.94 0.000
O 0.35 4.33 -2.42 0.000
O -1.19 5.13 -1.19 0.000
H -2.33 3.68 -1.77 0.000
O -3.46 -4.60 -3.37 0.000
C -3.35 -3.33 -2.93 0.000
O -3.71 -2.96 -1.80 0.000
O -2.86 -2.59 -3.81 0.000
H -3.05 -4.39 -4.21 0.000
O -6.10 -2.10 1.34 0.000
C -5.95 -1.01 2.08 0.000
O -7.01 -0.57 2.54 0.000
O -4.85 -0.51 2.30 0.000
H -7.02 -2.35 1.40 0.000
```

Values from the calculation:
- frontier orbital gap (alpha / beta) (eV) = 1.796 / 4.097
- LUMO (alpha / beta) (eV) = -10.17 / -10.17
- total charge = +6
- <S²> = 0.77
- 2S+1 = 2
- E_HOMO (alpha / beta) (eV) = -11.961 / -14.262